Computed, not measured: a molecular structure, C24H19N5O2Re at a distorted geometry, with ωB97M-V/def2-TZVPD.

Each line ends with the natural charge from an NBO analysis.
CARTESIAN COORDINATES (ANGSTROEM)
Re 0.1952 0.3918 0.4445  1.7520
O 2.9536 -2.7118 -4.7457  -0.4594
O 1.8806 -0.9735 -5.5892  -0.5986
N 0.2587 0.1994 2.5441  -0.5237
N -2.4249 1.2623 -0.4965  -0.0936
N 2.1251 -0.0744 0.8658  -0.5383
N -1.7409 0.2282 -0.3566  -0.2454
N -0.4935 2.2880 0.4041  -0.5096
C -2.3756 3.6504 -0.2062  -0.1569
C 0.1925 3.3903 0.7898  0.0745
C -3.4914 -1.1819 -1.3598  -0.1637
C -3.8795 -2.4563 -1.7103  -0.1476
C 2.3650 -1.1033 -3.1597  -0.0954
C 1.7476 0.4056 -1.3760  -0.3643
C -1.3944 -2.1152 -0.4961  -0.2062
C 3.0868 -1.8749 -2.2227  0.0063
C 1.6887 -0.3063 4.4236  -0.0780
C -0.7808 0.3159 3.3798  0.1355
C -1.7754 2.4214 -0.0943  0.2801
C -2.2425 -1.0169 -0.7500  0.1549
C -1.7864 -3.3811 -0.8491  -0.1776
C -0.6464 0.1390 4.7609  -0.1639
C -0.3641 4.6444 0.6843  -0.1876
C 0.5892 -0.1623 5.2924  -0.0493
C -3.0369 -3.5495 -1.4595  -0.0350
C -1.6622 4.7816 0.1862  -0.0195
C 1.7036 0.0348 -2.7434  -0.0944
C 2.4772 -0.4228 -0.4584  0.1486
C 1.5010 -0.1221 3.0741  0.0498
C 2.4274 -1.6550 -4.5968  0.7560
C 3.1297 -1.5661 -0.8631  -0.2132
C 2.5244 -0.3341 2.0725  0.2926
H 1.2142 0.7017 -3.4430  0.2546
H 3.6280 -2.2244 -0.1615  0.2793
H 2.6677 -0.5724 4.8063  0.2934
H -1.7419 0.5675 2.9471  0.2460
H -0.4200 -1.9792 0.0003  0.1641
H -3.3562 -4.5459 -1.7414  0.2793
H -3.3817 3.7094 -0.6016  0.3040
H 1.1915 3.2443 1.1842  0.2450
H -4.1299 -0.3296 -1.5512  0.2761
H -2.1162 5.7622 0.1030  0.2966
H -4.8393 -2.6167 -2.1842  0.2840
H -1.5200 0.2506 5.3915  0.3018
H 1.5330 -0.0987 -5.3793  0.4927
H 3.5206 -0.7073 2.3058  0.2888
H 0.7179 -0.2974 6.3604  0.3017
H 1.6195 1.4761 -1.1545  0.2778
H 0.2147 5.5040 0.9972  0.3002
H -1.1560 -4.2393 -0.6608  0.2702
H 3.6028 -2.7507 -2.6070  0.3146

Atoms 1-3, force components in eV/Å:
Re 0.18 0.20 0.00
O -0.06 0.01 -0.01
O -0.06 0.01 0.03

Values from the calculation:
spin multiplicity = 4
HOMO (alpha / beta) = -0.7630 / -0.7625 Eh
Kohn-Sham gap (alpha / beta) = 5.3 / 4.7 eV
LUMO (alpha / beta) = -0.5695 / -0.5880 Ha
net charge = +4

***

Computed, not measured: a gas-phase ion, C5H7N3 (charge +2) at a distorted geometry, with ωB97M-V/def2-TZVPD.

Each line ends with the natural charge from an NBO analysis.
CARTESIAN COORDINATES (ANGSTROEM)
N -0.2376 -0.5101 0.8092  -0.1372
N -0.2734 1.2081 -1.0172  -0.3500
N -1.9593 0.1878 -2.3372  -0.5851
C -0.9284 -0.9060 -0.2709  -0.3444
C 0.4651 0.4842 1.2230  0.2937
C 0.3033 1.3212 0.0275  0.6813
C -1.0567 0.1768 -1.3767  0.5801
C 1.3326 0.6995 2.3221  -0.6903
H -1.8795 -1.2586 0.0172  0.3209
H 2.3136 0.3796 1.9907  0.3129
H 1.3264 1.7522 2.4708  0.2864
H 1.0387 0.0382 3.2254  0.3239
H -0.3949 -1.6955 -0.6589  0.3231
H -1.8906 0.7434 -3.1837  0.4922
H -2.6464 -0.6933 -2.3080  0.4923

Atoms 1-3, force components in eV/Å:
N 2.22 2.05 3.25
N 1.53 1.71 0.28
N 0.36 -3.45 2.11

Values from the calculation:
HOMO = -0.7705 Eh
SMILES = CC1=NCC(=[NH2+])[N+]#C1
Kohn-Sham gap = 9.5 eV
LUMO = -0.4221 Ha
net charge = +2

***

Energy relative to the best compared isomer or geometry (same formula, charge and spin)
In order: 0.000 1.559
Unit: eV